[1]
ORCA calculation (wB97M-V/def2-TZVPD) on C32H26BrN5O5PbSe as an isolated structure at a distorted geometry.

Properties
- E_LUMO (spin up / spin down): -1.563 / -1.611 eV
- E_tot: -191925.5597 eV
- Energy above the lowest of the compared OMol25 structures with the same formula, charge and spin: 242.10 kJ/mol

```
! RIJCOSX wB97M-V def2-TZVPD def2/J DEFGRID3
* xyz 0 1
Pb -0.119 -0.189 0.848
C -4.059 -2.030 4.398
O -4.249 -2.679 3.129
C -3.251 -2.981 2.307
C -3.615 -3.470 1.063
C -2.664 -3.831 0.126
C -1.293 -3.737 0.407
C -0.870 -3.297 1.637
C 0.527 -3.224 2.001
N 1.443 -3.585 1.165
N 2.705 -3.384 1.169
C 3.113 -2.084 1.517
O 2.344 -1.166 1.760
C 4.587 -1.898 1.531
C 5.444 -2.798 0.900
C 6.814 -2.588 0.945
C 7.329 -1.494 1.628
C 6.475 -0.599 2.262
C 5.106 -0.796 2.207
C -1.831 -2.838 2.650
O -1.447 -2.330 3.710
H -5.058 -1.943 4.813
H -3.623 -1.044 4.262
H -3.424 -2.614 5.054
H -4.672 -3.533 0.834
H -2.985 -4.198 -0.839
H -0.559 -4.024 -0.335
H 0.779 -2.992 3.032
H 5.027 -3.647 0.377
H 7.483 -3.279 0.447
H 8.401 -1.344 1.677
H 6.879 0.253 2.793
H 4.421 -0.109 2.687
O 2.999 0.016 -2.012
C 2.457 -0.130 -3.254
C 3.268 -0.278 -4.373
C 2.716 -0.368 -5.642
C 1.342 -0.308 -5.806
C 0.537 -0.175 -4.681
C 1.067 -0.091 -3.401
C 0.116 0.024 -2.223
O 0.448 -0.734 -1.154
N 0.069 1.499 -1.876
N -0.238 1.846 -0.644
C -0.680 3.009 -0.338
C -0.926 3.416 1.043
Br 0.258 2.646 2.347
C -1.830 4.287 1.484
C -2.943 4.872 0.715
C -3.533 6.042 1.200
C -4.627 6.606 0.565
C -5.158 6.005 -0.569
C -4.587 4.838 -1.057
C -3.493 4.272 -0.421
H 3.943 -0.166 -2.062
H 4.346 -0.315 -4.244
H 3.365 -0.488 -6.500
H 0.900 -0.373 -6.791
H -0.543 -0.165 -4.791
H -0.887 -0.230 -2.591
H -0.198 2.127 -2.625
H -0.867 3.753 -1.111
H -1.770 4.593 2.523
H -3.122 6.512 2.087
H -5.073 7.510 0.961
H -6.023 6.435 -1.058
H -5.010 4.353 -1.929
H -3.104 3.328 -0.781
Se -2.910 -0.315 -0.054
C -2.763 -1.734 -1.194
N -2.703 -2.644 -1.907
*
```


[2]
ORCA calculation (wB97M-V/def2-TZVPD) on an isolated ion of composition C5H12NO and charge -1 at a distorted geometry.

Properties
- SMILES: CN[C@H](C)CC[O-]
- E_LUMO: 3.926 eV
- E_tot: -8915.8623 eV
- Energy above the lowest of the compared OMol25 structures with the same formula, charge and spin: 115.92 kJ/mol

```
! RIJCOSX wB97M-V def2-TZVPD def2/J DEFGRID3
* xyz -1 1
C -0.980 2.315 -0.652
N -1.254 0.946 -0.209
C -0.012 0.182 0.129
C -0.457 -1.206 0.590
C 0.717 -2.039 1.239
O 1.980 -1.719 0.909
C 1.054 0.207 -0.932
H -0.194 2.328 -1.411
H -0.606 2.861 0.220
H -1.940 2.769 -0.896
H -1.842 0.468 -0.879
H 0.315 0.781 0.987
H -1.262 -1.068 1.314
H -0.841 -1.737 -0.292
H 0.551 -2.132 2.340
H 0.493 -3.137 1.000
H 1.701 -0.669 -0.701
H 1.819 0.974 -0.825
H 0.757 -0.123 -1.932
*
```


[3]
ORCA calculation (wB97M-V/def2-TZVPD) on C13H24GeN2O2S2SeTi as an isolated structure.

Properties
- E_LUMO: -8.581 eV
- E_tot: -187576.8772 eV

```
! RIJCOSX wB97M-V def2-TZVPD def2/J DEFGRID3
* xyz 2 1
Ti 1.532 0.216 0.851
S 2.385 1.646 -0.626
C 2.915 0.053 -1.098
C 2.609 -0.307 -2.456
N 2.316 -0.542 -3.541
C 3.435 -0.912 -0.255
S 3.475 -0.753 1.465
C 3.710 -2.211 -0.797
N 3.931 -3.262 -1.207
C 3.012 2.248 2.829
O 1.818 1.461 2.509
C 0.862 1.468 3.591
C -0.095 0.370 3.234
O -0.314 0.448 1.804
C -1.238 1.514 1.410
H 3.558 1.746 3.626
H 2.689 3.238 3.142
H 3.614 2.308 1.932
H 0.398 2.453 3.640
H 1.370 1.264 4.534
H -1.045 0.437 3.762
H 0.338 -0.616 3.414
H -2.167 1.366 1.957
H -1.407 1.402 0.344
H -0.802 2.486 1.630
C -1.083 1.415 -2.394
Ge -1.971 -0.326 -2.346
C -3.368 -0.449 -0.985
C -2.682 -0.838 -4.077
C -0.544 -1.682 -2.006
Se 0.404 -1.893 -0.309
C -1.011 -2.536 0.852
H -1.818 2.220 -2.420
H -0.475 1.487 -3.297
H -0.421 1.586 -1.544
H -4.142 0.286 -1.212
H -3.035 -0.272 0.038
H -3.833 -1.435 -1.021
H -3.448 -0.128 -4.387
H -3.138 -1.826 -4.018
H -1.905 -0.856 -4.840
H 0.259 -1.554 -2.732
H -0.936 -2.691 -2.157
H -1.774 -1.781 1.004
H -0.548 -2.834 1.789
H -1.430 -3.415 0.369
*
```


[4]
ORCA calculation (wB97M-V/def2-TZVPD) on C2H3IN2O as an isolated structure at a distorted geometry.

Properties
- E_LUMO (spin up / spin down): -1.557 / -2.962 eV
- E_tot: -15245.4413 eV
- Energy above the lowest of the compared OMol25 structures with the same formula, charge and spin: 501.18 kJ/mol

```
! RIJCOSX wB97M-V def2-TZVPD def2/J DEFGRID3
* xyz 0 1
C 0.325 -0.619 -0.021
C 1.116 0.616 0.119
N -0.153 -1.358 -1.090
N -1.254 -1.642 -0.396
O -0.802 -0.879 0.712
I -3.227 1.130 0.186
H 1.969 0.390 0.624
H 1.477 1.148 -0.872
H 0.549 1.215 0.737
*
```


[5]
ORCA calculation (wB97M-V/def2-TZVPD) on C12H10NPS in the gas phase at a distorted geometry.

Properties
- E_LUMO (spin up / spin down): -2.141 / -3.038 eV
- E_tot: -34215.4351 eV
- Energy above the lowest of the compared OMol25 structures with the same formula, charge and spin: 408.61 kJ/mol

```
! RIJCOSX wB97M-V def2-TZVPD def2/J DEFGRID3
* xyz 0 1
C -3.086 0.256 0.646
C 1.922 2.243 -0.741
C -1.924 0.069 1.392
C -3.423 -0.631 -0.372
C 0.982 1.467 -1.464
C 2.768 1.644 0.144
C -1.017 -0.876 0.960
C -2.505 -1.653 -0.714
C 0.935 0.106 -1.244
C 2.720 0.259 0.354
C -1.291 -1.796 -0.059
C 1.744 -0.565 -0.317
N 3.309 -0.317 1.325
P -0.080 -3.168 -0.433
S 1.747 -2.251 0.076
H -3.615 1.032 1.162
H 1.947 3.250 -0.810
H -1.601 0.940 1.895
H -4.430 -0.605 -0.799
H 0.340 1.883 -2.092
H 3.439 2.254 0.651
H -0.045 -1.126 1.454
H -2.853 -2.293 -1.490
H 0.014 -0.360 -1.453
H 4.003 0.238 1.928
*
```


[6]
ORCA calculation (wB97M-V/def2-TZVPD) on C4H7NO2 in the gas phase at a distorted geometry.

Properties
- SMILES: [H]/N=C1/CO[C@H](C)O1
- E_LUMO: 0.948 eV
- E_tot: -9845.3542 eV
- Energy above the lowest of the compared OMol25 structures with the same formula, charge and spin: 185.78 kJ/mol

```
! RIJCOSX wB97M-V def2-TZVPD def2/J DEFGRID3
* xyz 0 1
C -2.186 0.503 0.000
C -0.785 -0.056 0.329
O -0.328 -0.775 -0.725
C 1.030 -1.018 -0.448
C 1.561 0.304 0.047
N 2.802 0.534 -0.112
O 0.497 0.939 0.608
H -2.282 1.526 0.363
H -2.990 -0.097 0.471
H -2.368 0.485 -1.086
H -0.782 -0.619 1.275
H 1.518 -1.363 -1.348
H 1.106 -1.750 0.367
H 3.208 1.386 0.259
*
```